Molecular formula: C23H26BrN2O2PPdSe2
Method: DFT, wB97M-V/def2-TZVPD

Each line ends with the Löwdin charge.
Cartesian coordinates (Å):
1 Pd 0.076 -0.395 0.938  0.279
2 N 1.365 -2.095 0.519  -0.105
3 C 2.351 -2.493 1.531  -0.258
4 C 3.646 -1.681 1.446  -0.190
5 C 3.706 -0.367 2.239  -0.198
6 C 3.219 0.880 1.507  -0.244
7 N 1.759 0.986 1.421  -0.105
8 H 0.718 -2.861 0.336  -0.061
9 H 1.828 -1.800 -0.345  0.046
10 H 2.593 -3.556 1.415  0.101
11 H 1.895 -2.386 2.521  0.101
12 H 3.872 -1.474 0.396  0.097
13 H 4.458 -2.324 1.803  0.097
14 H 4.752 -0.181 2.501  0.098
15 H 3.165 -0.469 3.188  0.105
16 H 3.629 0.880 0.498  0.094
17 H 3.618 1.768 2.016  0.107
18 H 1.468 1.726 0.783  -0.023
19 H 1.360 1.290 2.307  0.015
20 Se -1.197 1.626 1.138  -0.163
21 P -1.851 -1.461 0.596  0.387
22 Se -1.655 -3.649 0.708  0.090
23 C -2.610 -1.118 -1.047  -0.423
24 C -3.707 -1.861 -1.477  -0.132
25 C -4.290 -1.608 -2.707  -0.110
26 C -3.768 -0.618 -3.534  -0.121
27 C -2.666 0.113 -3.118  -0.093
28 C -2.090 -0.132 -1.876  -0.119
29 C -3.269 -1.071 1.708  -0.443
30 C -3.414 -1.753 2.910  -0.140
31 C -4.458 -1.454 3.775  -0.114
32 C -5.385 -0.479 3.436  -0.126
33 C -5.253 0.199 2.231  -0.103
34 C -4.198 -0.085 1.379  -0.147
35 H -4.086 -2.651 -0.839  0.079
36 H -5.147 -2.190 -3.028  0.087
37 H -4.217 -0.424 -4.502  0.085
38 H -2.249 0.883 -3.756  0.095
39 H -1.253 0.458 -1.524  0.026
40 H -2.706 -2.535 3.154  0.052
41 H -4.550 -1.991 4.712  0.086
42 H -6.205 -0.247 4.107  0.083
43 H -5.964 0.971 1.961  0.091
44 H -4.074 0.477 0.464  0.080
45 Br 1.988 6.106 -2.846  0.641
46 C 2.451 4.269 -2.569  -0.695
47 C 1.503 3.400 -2.064  -0.120
48 C 1.857 2.069 -1.881  -0.032
49 C 3.142 1.622 -2.171  -0.133
50 C 4.077 2.529 -2.657  -0.036
51 C 3.737 3.856 -2.874  -0.151
52 C 3.531 0.160 -1.892  -0.695
53 O 4.753 -0.092 -1.854  -0.052
54 O 2.563 -0.605 -1.691  -0.058
55 H 0.511 3.740 -1.796  0.096
56 H 1.133 1.368 -1.485  0.083
57 H 5.077 2.164 -2.853  0.107
58 H 4.459 4.564 -3.261  0.084

Atoms 1-6, force components in eV/Å:
Pd 0.219 0.170 -0.073
N -0.045 0.146 0.118
C 0.011 0.056 -0.034
C -0.011 0.007 0.029
C -0.066 0.010 -0.037
C -0.004 -0.089 0.013

## Properties
Gap between HOMO and LUMO   4.90 eV
2S+1   1
Relative energy (zero: lowest compared OMol25 entry of this formula, charge and spin)   6.2 kcal per mole
F_max   0.3 eV/A
HOMO energy   -0.87 eV
Net charge   -2
LUMO energy   4.0295 eV
DFT total energy   -8998.321603 Ha